C28H28MnN8O2PS | ωB97M-V/def2-TZVPD

Computed properties:
**Kohn-Sham gap (spin up / spin down)**: 6.0 / 6.7 eV
**Highest occupied orbital energy (spin up / spin down)**: -16.83 / -16.84 eV

ORCA input file:
```
! wB97M-V def2-TZVPD RIJCOSX def2/J DEFGRID3
* xyz 3 4
Mn -0.16587 0.22224 0.29544
C 2.74213 -1.38685 -4.06764
N 2.09652 -0.51473 -3.07245
C 2.04184 0.85544 -3.16332
C 1.32157 1.29239 -2.09538
N 0.93196 0.18779 -1.37215
C 1.41617 -0.89407 -1.97824
P 1.45574 -2.54257 -1.17908
C 2.03615 -1.85456 0.40932
N 1.44036 -0.86418 1.07567
C 2.27214 -0.49653 2.10332
C 3.36766 -1.30214 2.06980
N 3.20613 -2.14552 1.00166
C 4.15161 -3.20608 0.61612
C -0.27963 -2.59346 -0.64022
N -0.92482 -1.58954 -0.05178
C -2.13694 -2.05968 0.39330
C -2.22074 -3.37133 0.04666
N -1.05219 -3.69013 -0.59779
C -0.71313 -5.03170 -1.10381
H 2.17364 -1.36887 -4.99376
H 3.75109 -1.03003 -4.25437
H 2.78420 -2.40477 -3.69167
H 2.52643 1.39893 -3.95808
H 1.06810 2.30016 -1.80898
H 2.04175 0.29246 2.79581
H 4.23455 -1.33867 2.70821
H 5.09196 -3.02799 1.12801
H 3.76680 -4.17978 0.90816
H 4.32870 -3.18312 -0.45572
H -2.85239 -1.44153 0.90801
H -3.00781 -4.09070 0.20057
H -1.63395 -5.55160 -1.34886
H -0.10721 -4.94799 -2.00096
H -0.17607 -5.59452 -0.34377
C 0.82576 1.23092 7.94824
C 0.51975 1.41520 6.49280
C 0.49745 2.69508 5.93313
C 0.22228 2.88859 4.59572
C -0.01491 1.76426 3.80178
C -0.01291 0.46790 4.32807
C 0.25862 0.31136 5.67115
S -0.44525 2.05047 2.16413
O -1.03348 3.32833 1.99439
O 0.69216 1.72231 1.20116
N -1.38450 0.77735 1.63849
C -2.70287 1.15123 1.21427
C -3.73693 1.51560 2.02139
C -4.95955 1.91852 1.43435
C -5.11494 1.94783 0.07716
C -4.04103 1.57786 -0.77099
C -4.08535 1.57653 -2.17946
C -2.97607 1.19476 -2.89530
C -1.80869 0.82551 -2.22551
N -1.72631 0.83326 -0.90145
C -2.83519 1.19118 -0.17096
H 0.37315 2.01579 8.55217
H 1.90546 1.29203 8.10597
H 0.49136 0.26250 8.31339
H 0.68207 3.55598 6.56337
H 0.18575 3.88465 4.17326
H -0.24329 -0.39020 3.71070
H 0.24883 -0.68048 6.10505
H -3.62327 1.50336 3.09907
H -5.77916 2.20833 2.07732
H -6.05537 2.25062 -0.36567
H -4.99411 1.87257 -2.69095
H -2.98329 1.17600 -3.97612
H -0.93612 0.51843 -2.78088
*
```

Mulliken atomic charge list, values in e, 8 entries: number 1, Mn, carries -0.7323; number 2, C, carries -0.8522; number 3, N, carries 0.1098; number 4, C, carries -0.6564; number 5, C, carries -0.8186; number 6, N, carries 0.6710; number 7, C, carries 0.3348; number 8, P, carries -0.2912

C28H28N5OPbS | ωB97M-V/def2-TZVPD

Computed properties:
**Kohn-Sham gap (spin up / spin down)**: 3.5 / 3.5 eV
**Highest occupied orbital energy (spin up / spin down)**: -15.41 / -15.41 eV

ORCA input file:
```
! wB97M-V def2-TZVPD RIJCOSX def2/J DEFGRID3
* xyz 3 1
Pb 0.18030 0.09930 -0.71170
C 4.31190 4.80860 -2.85560
C 3.22340 4.24010 -2.04200
C 1.90320 4.70040 -2.16280
C 0.88330 4.13420 -1.44220
C 1.11360 3.06380 -0.54640
N 0.11950 2.46410 0.17340
C -0.83010 3.18550 0.76540
C -0.70180 4.60600 0.92280
C -1.69510 5.38130 1.43830
C -2.91880 4.80960 1.84280
C -4.01390 5.64830 2.34490
C -3.01390 3.40830 1.82420
C -1.99370 2.58660 1.37440
N -2.16930 1.20840 1.54140
C -2.96900 0.66310 2.49450
C -3.04660 -0.68800 2.26400
C -2.24570 -0.90400 1.14670
N -1.69940 0.23590 0.73210
C 2.45320 2.58840 -0.43460
C 3.46920 3.18540 -1.15330
N 2.78030 1.61240 0.51860
C 3.82880 1.65490 1.36670
C 3.82020 0.49240 2.10270
C 2.71650 -0.22280 1.63420
N 2.09240 0.46530 0.68280
H 4.00680 5.72580 -3.34890
H 4.61480 4.10060 -3.63070
H 5.20790 4.98510 -2.26150
H 1.69260 5.50800 -2.84620
H -0.13570 4.45030 -1.61090
H 0.24490 5.05820 0.66390
H -1.54920 6.44610 1.53840
H -3.93990 6.67510 1.99410
H -3.96460 5.69280 3.43820
H -4.99480 5.23850 2.11250
H -3.93760 2.97030 2.17230
H -3.39510 1.23300 3.29470
H -3.59120 -1.42210 2.81760
H -2.04670 -1.82180 0.63510
H 4.48050 2.82520 -1.03840
H 4.48080 2.50360 1.42040
H 4.51390 0.19540 2.86250
H 2.34610 -1.18240 1.93460
C 0.19440 -8.96870 1.10280
C -0.04520 -7.58020 0.66870
C 1.01980 -6.68510 0.47030
C 0.79430 -5.38700 0.05940
C -0.50750 -4.96350 -0.17720
C -1.58590 -5.82270 0.02920
C -1.35590 -7.11600 0.44660
S -0.91080 -3.36150 -0.92160
C -0.27090 -3.78970 -2.56950
O 0.08510 -2.32190 -0.39990
H 1.25180 -9.20730 1.15490
H -0.31010 -9.68290 0.44770
H -0.24860 -9.14430 2.08710
H 2.03210 -7.02510 0.62260
H 1.61670 -4.70140 -0.07460
H -2.59150 -5.47020 -0.14510
H -2.19100 -7.78420 0.59060
H 0.77240 -4.07840 -2.48230
H -0.37690 -2.92830 -3.22120
H -0.86150 -4.61410 -2.95630
*
```

Mulliken atomic charge list, values in e, 8 entries: number 1, Pb, carries 1.4193; number 2, C, carries -1.5066; number 3, C, carries 0.4986; number 4, C, carries -1.1174; number 5, C, carries -0.2819; number 6, C, carries 1.0810; number 7, N, carries -0.2808; number 8, C, carries 1.1284

C28H28O2PPtSb | ωB97M-V/def2-TZVPD

Computed properties:
**Kohn-Sham gap**: 8.8 eV
**Highest occupied orbital energy**: -8.24 eV

ORCA input file:
```
! wB97M-V def2-TZVPD RIJCOSX def2/J DEFGRID3
* xyz 0 1
Pt 0.90002 0.93574 1.31413
C -5.03757 0.75083 0.10889
C -3.83315 0.65288 -0.57444
C -2.63814 0.84392 0.09965
C -2.64638 1.14316 1.46074
C -3.85575 1.23124 2.14521
C -5.04943 1.03620 1.46640
P -1.06112 1.45575 2.26753
C -1.30883 1.02572 4.00115
C -1.40581 -0.32484 4.33437
C -1.59399 -0.69689 5.65463
C -1.67884 0.27416 6.64533
C -1.57078 1.61679 6.31713
C -1.38374 1.99513 4.99396
C -0.55536 3.16654 2.04553
C -1.10101 4.42836 2.21063
C -0.35420 5.51675 1.78036
C 0.89052 5.31426 1.18732
C 1.41470 4.03813 1.00825
C 0.69282 2.92614 1.43677
H -5.97072 0.59504 -0.41688
H -3.82540 0.41778 -1.63023
H -1.69021 0.75183 -0.41799
H -3.86400 1.44504 3.20694
H -5.98942 1.10346 1.99813
H -1.32102 -1.07670 3.55803
H -1.66850 -1.74462 5.91439
H -1.82317 -0.02005 7.67681
H -1.62948 2.37171 7.09003
H -1.28813 3.04261 4.73501
H -2.08171 4.56741 2.65175
H -0.73860 6.52150 1.89579
H 1.45587 6.17440 0.84921
H 2.37789 3.92553 0.52366
C 4.53493 1.56809 2.26065
Sb 3.40831 0.69757 0.68139
C 4.34627 1.67034 -0.95801
C 4.32334 -1.20215 0.53671
H 5.60215 1.59896 2.04857
H 4.35983 0.97242 3.15551
H 4.16568 2.57655 2.43615
H 5.41977 1.49931 -0.90368
H 4.14673 2.73891 -0.92827
H 3.95341 1.25856 -1.88513
H 5.40688 -1.10550 0.57182
H 4.00691 -1.66940 -0.39089
H 3.97956 -1.81216 1.37111
O 0.77678 -1.17151 1.31142
C 1.11516 -1.73314 0.19650
O 1.47999 -1.12387 -0.81694
C 1.07523 -3.23792 0.20870
C 0.74258 -3.94082 1.36149
C 0.72813 -5.32735 1.35209
C 1.04425 -6.01726 0.18948
C 1.37488 -5.31863 -0.96353
C 1.39072 -3.93249 -0.95335
H 0.50075 -3.38708 2.25801
H 0.47029 -5.87130 2.25154
H 1.03266 -7.09969 0.18191
H 1.61947 -5.85526 -1.87088
H 1.64288 -3.36579 -1.83945
*
```

Mulliken atomic charge list, values in e, 8 entries: number 1, Pt, carries 1.2453; number 2, C, carries -0.4504; number 3, C, carries -0.6491; number 4, C, carries -0.4250; number 5, C, carries 0.5812; number 6, C, carries -0.4093; number 7, C, carries -0.6315; number 8, P, carries 0.1761